Entry from the OMol25 dataset: a molecular structure, C33H58As3BrF5MnNO2SSi (the ωB97M-V functional and the def2-TZVPD basis).

XYZ file:
```
106
Properties=species:S:1:pos:R:3
Mn 0.00 0.61 -0.28
C -1.74 -3.26 2.92
As -2.66 -1.84 1.98
C -3.99 -2.80 0.96
C -3.60 -0.88 3.40
C -4.12 0.53 3.08
C -4.83 0.98 4.37
C -2.96 1.53 2.88
As -1.76 1.82 1.32
C -2.74 3.11 0.25
C -0.61 3.05 2.32
C -5.08 0.49 1.87
As -6.75 1.57 1.95
C -7.38 0.98 0.19
C -6.08 3.32 1.38
H -2.47 -3.89 3.43
H -1.05 -2.83 3.65
H -1.19 -3.85 2.20
H -4.73 -3.24 1.63
H -3.48 -3.59 0.41
H -4.48 -2.14 0.25
H -2.89 -0.84 4.24
H -4.42 -1.53 3.69
H -4.14 0.94 5.21
H -5.68 0.34 4.59
H -5.20 2.00 4.29
H -2.26 1.40 3.71
H -3.36 2.54 2.98
H -3.17 3.88 0.88
H -3.53 2.63 -0.33
H -2.02 3.56 -0.44
H -1.19 3.53 3.10
H -0.22 3.80 1.64
H 0.22 2.51 2.77
H -5.49 -0.53 1.77
H -4.56 0.70 0.93
H -7.72 -0.06 0.26
H -6.60 1.07 -0.56
H -8.23 1.59 -0.10
H -5.44 3.75 2.15
H -6.94 3.98 1.26
H -5.54 3.26 0.44
F 2.48 -5.92 -1.07
C 1.65 -4.91 -0.87
C 0.66 -4.64 -1.80
F 0.55 -5.39 -2.88
C -0.20 -3.57 -1.58
F -1.14 -3.34 -2.49
C -0.09 -2.76 -0.46
S -1.16 -1.40 -0.20
C 0.90 -3.08 0.48
F 1.00 -2.39 1.60
C 1.77 -4.14 0.28
F 2.71 -4.41 1.18
C 0.62 6.58 -1.52
C 2.03 6.03 -1.25
C 2.24 6.01 0.28
C 3.05 7.02 -1.85
Si 2.25 4.32 -2.09
Br 0.90 2.99 -0.72
C 1.39 4.12 -3.79
C 1.76 2.78 -4.44
C -0.15 4.17 -3.73
C 1.85 5.27 -4.72
C 4.01 3.60 -1.98
C 4.03 2.07 -2.00
C 4.71 4.04 -0.69
C 4.84 4.13 -3.17
H 0.51 7.53 -0.99
H -0.17 5.91 -1.18
H 0.45 6.79 -2.58
H 1.82 6.93 0.69
H 3.29 5.98 0.55
H 1.75 5.18 0.78
H 2.93 7.99 -1.36
H 2.92 7.18 -2.92
H 4.08 6.71 -1.67
H 1.44 1.93 -3.83
H 2.82 2.69 -4.64
H 1.24 2.71 -5.39
H -0.56 3.36 -3.12
H -0.53 4.03 -4.75
H -0.54 5.11 -3.36
H 2.93 5.33 -4.82
H 1.48 6.24 -4.38
H 1.43 5.10 -5.71
H 3.53 1.67 -1.11
H 5.07 1.74 -1.97
H 3.57 1.64 -2.89
H 4.16 3.76 0.21
H 4.91 5.11 -0.66
H 5.68 3.54 -0.64
H 4.48 3.76 -4.13
H 5.87 3.78 -3.06
H 4.87 5.22 -3.23
O 0.31 0.13 -2.49
C 1.40 -0.35 -2.14
C 2.45 -1.03 -2.97
C 3.57 -1.28 -1.96
C 3.01 -0.77 -0.62
O 3.59 -0.78 0.43
N 1.72 -0.30 -0.84
H 2.73 -0.40 -3.82
H 2.03 -1.95 -3.39
H 4.48 -0.74 -2.17
H 3.84 -2.33 -1.85
```

Computed properties:
- multiplicity = 5
- relative energy (zero: lowest compared OMol25 entry of this formula, charge and spin) (kcal per mole) = 57.4
- expectation value of S² = 6.052
- DFT total energy (Eh) = -13116.61014
- total charge = +1
- Kohn-Sham gap (alpha / beta) (eV) = 7.08 / 6.83

***

Entry from the OMol25 dataset: a molecular structure, C8H6BrFIN2S2 at a distorted geometry (the ωB97M-V functional and the def2-TZVPD basis).

XYZ file:
```
21
Properties=species:S:1:pos:R:3
C -1.96 -1.42 -1.62
C -1.62 -0.03 -1.11
F -1.33 0.72 -2.28
C -0.38 0.05 -0.24
C 0.29 -1.03 0.16
C 1.49 -0.93 0.97
N 2.22 -1.93 1.33
S 3.49 -1.22 2.17
N 3.10 0.40 2.00
C 1.97 0.41 1.35
C 1.19 1.55 0.88
Br 1.87 3.26 1.31
C 0.07 1.40 0.13
S -0.79 2.87 -0.36
H -1.68 -2.21 -0.94
H -3.03 -1.51 -1.79
H -1.47 -1.54 -2.58
H -2.45 0.44 -0.60
H -0.01 -2.02 -0.12
H -1.08 2.68 -1.65
I 0.10 0.03 3.00
```

Computed properties:
- DFT total energy (Eh) = -4185.94065
- total charge = -1
- Kohn-Sham gap (eV) = 6.04

***

> The highest total charge belongs to which entry?

C33H58As3BrF5MnNO2SSi

***

> Which of these has the lowest total charge?

C8H6BrFIN2S2

***

> DFT total energy of number 1 (C33H58As3BrF5MnNO2SSi)?

-13116.61014 Eh